Entry from OMol25: C21H19ClN2O2 in the gas phase in a non-equilibrium geometry (ωB97M-V with the def2-TZVPD basis set).

Each line ends with the natural charge from an NBO analysis.
Cartesian coordinates (Å):
Cl 2.538 4.987 0.333  0.0086
C 2.773 3.280 0.201  -0.0401
C 1.693 2.424 0.362  -0.2189
C 1.885 1.062 0.254  -0.2002
C 3.153 0.540 -0.016  -0.0251
C 4.227 1.418 -0.173  -0.1823
C 4.040 2.782 -0.065  -0.2321
H 4.870 3.460 -0.186  0.2290
H 5.212 1.032 -0.380  0.2137
C 3.324 -0.892 -0.137  0.2743
C 4.425 -1.681 -0.405  -0.2930
C 3.970 -3.008 -0.414  -0.2490
C 2.614 -2.959 -0.157  0.1783
C 1.656 -4.029 -0.012  0.0876
N 0.415 -3.944 0.237  -0.3889
C -0.295 -2.760 0.268  0.0784
C -1.022 -2.422 1.410  -0.1998
C -1.761 -1.261 1.457  -0.2503
C -1.856 -0.412 0.347  0.1532
C -1.172 -0.787 -0.814  -0.2269
C -0.399 -1.928 -0.847  -0.2218
H 0.116 -2.200 -1.757  0.2134
H -1.241 -0.191 -1.710  0.2017
N -2.557 0.779 0.456  -0.4309
C -2.485 1.797 -0.561  -0.2496
H -2.608 2.764 -0.058  0.1941
C -3.601 1.615 -1.608  -0.0780
O -4.748 1.022 -1.029  -0.5222
C -4.925 1.404 0.313  -0.0824
C -3.803 0.823 1.198  -0.2323
H -3.691 1.439 2.102  0.1844
H -4.074 -0.191 1.495  0.2104
H -5.893 1.003 0.615  0.2019
H -4.961 2.501 0.395  0.1571
H -3.295 0.936 -2.407  0.1879
H -3.863 2.589 -2.050  0.1654
H -1.504 1.791 -1.034  0.2201
H -2.259 -0.997 2.377  0.2117
H -0.954 -3.058 2.280  0.2188
H 2.074 -5.028 -0.081  0.1909
O 2.238 -1.673 0.013  -0.3864
H 4.552 -3.890 -0.589  0.2318
H 5.429 -1.350 -0.572  0.2273
H 1.050 0.389 0.376  0.2428
H 0.713 2.822 0.572  0.2276

Values from the calculation:
- SMILES = Clc1ccc(-c2ccc(/C=N\c3ccc(N4CCOCC4)cc3)o2)cc1
- max |F| (Eh/bohr) = 0.02373
- energy above the lowest of the compared OMol25 structures with the same formula, charge and spin (kJ/mol) = 89.3

***

Entry from OMol25: C18H24IN4OY as an isolated structure in a non-equilibrium geometry (ωB97M-V with the def2-TZVPD basis set).

Each line ends with the natural charge from an NBO analysis.
Cartesian coordinates (Å):
C 1.932 -1.417 -3.811  -1.3307
I -2.511 0.840 -4.167  -0.5747
H 1.427 -2.252 -4.388  0.1117
H 1.775 -1.107 -2.763  0.1596
H 2.125 -0.608 -4.530  0.1670
C -0.235 3.146 1.249  -0.0904
C -1.476 3.099 0.739  -0.1327
N -1.496 2.197 -0.315  -0.5133
C -0.016 1.841 -0.599  -0.0241
N 0.637 2.502 0.347  -0.4385
H 0.078 3.825 2.024  0.1942
H -2.397 3.635 0.991  0.2042
C 1.658 -2.499 0.628  -0.0557
C 0.958 -0.717 -0.567  0.3699
N 1.712 -1.106 0.508  -0.3874
H 0.743 -4.002 -0.721  0.2231
N 0.420 -1.861 -1.081  -0.3964
H 2.089 -2.971 1.503  0.2056
Y -1.574 0.061 -1.489  1.1442
C 0.852 0.641 -1.359  0.0329
O 1.838 0.970 -2.099  -0.7923
C 0.900 -2.974 -0.392  -0.0957
C -0.320 -2.130 -2.346  -0.4619
H -1.238 -2.688 -2.083  0.1724
H 0.305 -2.827 -2.926  0.2826
H -0.578 -1.277 -3.033  0.2780
C 2.338 -0.300 1.559  -0.3938
H 2.872 -0.918 2.282  0.1908
H 1.602 0.229 2.177  0.2192
H 3.151 0.368 1.231  0.2159
C 2.118 2.744 0.519  -0.4210
H 2.315 3.836 0.564  0.1578
H 2.735 2.355 -0.318  0.2691
H 2.450 2.360 1.514  0.1696
C -2.676 2.412 -1.170  -0.4591
H -2.531 3.245 -1.871  0.1991
H -3.574 2.700 -0.576  0.2007
H -3.156 1.547 -1.776  0.1963
C -0.901 -1.413 3.480  -0.2849
C -1.056 -2.408 2.506  -0.2470
C -1.586 -2.078 1.216  -0.2657
C -2.041 -0.809 0.884  -0.4219
C -2.010 0.124 1.908  -0.2470
C -1.394 -0.145 3.176  -0.2551
H -0.367 -1.628 4.429  0.1849
H -0.722 -3.439 2.761  0.1821
H -1.567 -2.870 0.467  0.1752
H -2.352 1.156 1.750  0.1991
H -1.255 0.610 3.970  0.1838

Values from the calculation:
- total charge = -2
- max |F| (Eh/bohr) = 0.11858
- energy above the lowest of the compared OMol25 structures with the same formula, charge and spin (kJ/mol) = 337.8

***

Entry from OMol25: a 2-piece molecular cluster, C4H11N3OS overall in a non-equilibrium geometry (ωB97M-V with the def2-TZVPD basis set).

Each line ends with the natural charge from an NBO analysis.
Cartesian coordinates (Å):
C -1.842 1.982 0.234  0.8303
C -0.896 -1.535 -1.515  -0.6629
C 2.779 -0.793 1.576  -0.7392
C -0.857 -0.145 -2.311  -0.2102
N -1.683 1.184 -0.623  -0.3896
N 1.040 1.060 2.497  -1.0264
N -1.967 0.732 -1.880  -0.4203
O -1.841 2.745 1.151  -0.5666
S 0.927 -0.450 1.750  0.3306
H -1.830 -2.138 -1.784  0.2049
H 0.012 -2.168 -1.645  0.2205
H -0.829 -1.301 -0.368  0.2329
H 3.110 -0.908 0.511  0.2183
H 3.036 -1.586 2.180  0.2016
H 3.139 0.185 2.170  0.2481
H -0.017 0.397 -2.149  0.1978
H -0.944 -0.322 -3.430  0.1953
H 0.537 1.798 2.027  0.3909
H 0.944 1.133 3.564  0.3835
H -2.819 0.129 -1.957  0.3604

Values from the calculation:
- SMILES = CCNN=C=O.CSN
- max |F| (Eh/bohr) = 0.08189
- energy above the lowest of the compared OMol25 structures with the same formula, charge and spin (kJ/mol) = 188.3

***

Entry from OMol25: an isolated ion of composition C5H9N and charge -1 in a non-equilibrium geometry (ωB97M-V with the def2-TZVPD basis set).

Each line ends with the natural charge from an NBO analysis.
Cartesian coordinates (Å):
N 0.927 -0.961 -1.528  -0.8521
C 0.431 -1.125 -0.162  0.0892
C 0.545 -2.384 0.411  -0.7301
C -1.131 2.325 0.559  -0.6355
C -0.474 1.200 -0.240  -0.3786
C -0.140 0.013 0.420  -0.3487
H 1.910 -0.757 -1.371  0.3419
H 0.859 -1.886 -1.943  0.3347
H 0.880 -3.242 -0.174  0.1505
H 0.432 -2.597 1.465  0.1702
H -0.576 2.613 1.472  0.1580
H -1.152 3.184 -0.117  0.1848
H -2.132 2.071 0.939  0.1693
H -0.140 1.515 -1.220  0.1762
H -0.241 0.031 1.488  0.1702

Values from the calculation:
- 2S+1 = 2
- total charge = -1
- max |F| (Eh/bohr) = 0.02711
- expectation value of S² = 0.77
- energy above the lowest of the compared OMol25 structures with the same formula, charge and spin (kJ/mol) = 2.8

***

Entry from OMol25: C3H10N4 as an isolated structure in a non-equilibrium geometry (ωB97M-V with the def2-TZVPD basis set).

Each line ends with the natural charge from an NBO analysis.
Cartesian coordinates (Å):
C 0.012 2.180 -0.539  -0.4342
C 1.712 0.172 -0.179  -0.3763
N 0.230 1.005 0.271  -0.3332
C -0.778 -1.073 0.188  0.5312
N -1.232 -0.843 1.457  -0.8457
N -0.978 -2.326 -0.361  -0.8235
N -0.180 -0.164 -0.520  -0.4535
H -1.367 -1.620 2.080  0.3840
H -0.833 0.009 1.839  0.4214
H -1.813 -2.803 -0.056  0.3759
H -0.877 -2.332 -1.366  0.3945
H 0.495 2.147 -1.532  0.1786
H -1.063 2.331 -0.716  0.2036
H 2.318 1.053 -0.377  0.1721
H 1.962 -0.243 0.793  0.2005
H 1.970 -0.528 -0.982  0.2080
H 0.422 3.037 0.001  0.1968

Values from the calculation:
- max |F| (Eh/bohr) = 0.09059
- energy above the lowest of the compared OMol25 structures with the same formula, charge and spin (kJ/mol) = 327.2

***

The E results, record by record, are as follows: -41681.69863 -36194.13133 -21676.52323 -6818.70327 -9230.19274 eV.